# 1
Formula: C9H15Cl2O6PRhTb
Source: OMol25
Level of theory: ωB97M-V/def2-TZVPD

```
! RIJCOSX wB97M-V def2-TZVPD def2/J DEFGRID3
* xyz 4 11
Tb 3.04177 2.17225 -4.51806
Rh 1.14587 -0.44257 -0.62746
Cl 1.00338 1.14544 -5.19304
Cl 1.57183 1.53290 -2.21194
C 2.20859 -1.00670 0.69883
C 3.12825 2.78711 -7.01625
C 5.18276 3.18629 -6.28565
O 2.78892 -1.40817 1.62186
O 3.13822 3.06788 -8.14730
O 5.86713 3.63582 -7.11867
C -0.30057 -4.11346 0.52801
C -0.35207 -2.86105 -0.30366
O -1.28761 -1.85963 0.49789
P -0.49889 -0.47552 0.79126
O -0.08217 -0.71893 2.34627
C -0.96705 -1.24946 3.39371
C -2.34441 -0.65213 3.45916
O -1.60567 0.70563 0.93203
C -1.05618 2.03363 1.15767
C -2.14914 3.10599 1.21533
H 0.47423 -4.06178 1.28589
H -0.10830 -4.99281 -0.07415
H -1.23976 -4.20773 1.04148
H 0.68621 -2.29893 -0.34807
H -0.59788 -2.95147 -1.39693
H -1.05943 -2.33597 3.26808
H -0.46600 -1.08294 4.35979
H -2.79048 -0.66547 2.46835
H -2.99769 -1.10758 4.21781
H -2.27246 0.38536 3.75408
H -0.54534 2.02488 2.13265
H -0.32183 2.25734 0.37098
H -2.98153 2.98278 1.92457
H -1.76943 4.06630 1.57720
H -2.44327 3.40269 0.19830
*
```

Highest occupied orbital energy (spin up / spin down) in Ha: -0.827 / -0.833
Lowest unoccupied orbital energy (spin up / spin down) in eV: -15.5 / -18.4
Calculated total energy in Eh: -2998.3605
Expectation value of S²: 30.0393
M in Da: 582.92
Kohn-Sham gap (spin up / spin down) in eV: 7.05 / 4.23

# 2
Formula: C32H36Cl3KN5O9P2
Source: OMol25
Level of theory: ωB97M-V/def2-TZVPD

```
! RIJCOSX wB97M-V def2-TZVPD def2/J DEFGRID3
* xyz -1 1
K 0.08969 1.82676 1.58502
C 1.85882 4.33839 -0.67754
C 3.13121 3.79278 -0.77096
C 4.01110 3.88586 0.30229
C 3.61906 4.53476 1.46559
C 2.35313 5.10402 1.55202
C 1.47525 5.00575 0.48082
H 1.15754 4.22881 -1.49530
H 3.42961 3.28753 -1.67901
H 4.99724 3.44246 0.23637
H 4.29299 4.58862 2.31104
H 2.04636 5.60157 2.46307
H 0.47915 5.42133 0.54928
C 4.19089 -1.89022 -0.00435
P 2.55555 -1.08674 -0.20522
C 1.54074 -2.67183 -0.37312
N 2.10761 -3.63178 -1.05216
C 1.46818 -4.83386 -1.13403
C 2.05754 -5.88816 -1.87948
C 1.43142 -7.09452 -1.95483
C 0.19137 -7.30500 -1.28548
C -0.38315 -6.30419 -0.56374
C 0.25491 -5.03841 -0.48045
N -0.31968 -4.04183 0.24821
C 0.27870 -2.88374 0.29815
P -0.49150 -1.52948 1.34374
C -0.80777 -2.49237 2.86233
C -2.19458 -1.37609 0.59022
C -2.02624 -0.99597 -0.88013
C -3.10107 -2.59611 0.70968
C -2.87316 -0.19986 1.31995
C 2.61034 -0.42572 -1.93606
C 2.82070 -1.42212 -3.06951
C 3.76974 0.58034 -1.93142
C 1.29712 0.33111 -2.16316
H 4.40870 -2.62257 -0.78167
H 4.20576 -2.39297 0.96361
H 4.97190 -1.13071 0.01364
H 3.00224 -5.69159 -2.37003
H 1.87634 -7.90073 -2.52333
H -0.29441 -8.26985 -1.35201
H -1.32182 -6.43195 -0.03996
H -1.28777 -3.44614 2.64561
H -1.41450 -1.89089 3.54061
H 0.13889 -2.66998 3.37468
H -1.64016 -1.82642 -1.47834
H -1.35602 -0.14195 -1.01145
H -2.99983 -0.71635 -1.29758
H -2.67445 -3.49356 0.25875
H -4.04853 -2.37108 0.20765
H -3.33304 -2.82187 1.75239
H -2.30088 0.72988 1.25019
H -3.01876 -0.39115 2.38313
H -3.84824 -0.01948 0.85353
H 3.68131 -2.07213 -2.90523
H 2.98963 -0.86032 -3.99447
H 1.95074 -2.06283 -3.22007
H 4.73845 0.07850 -1.95722
H 3.75326 1.23426 -1.05775
H 3.69864 1.21163 -2.82339
H 0.43515 -0.33759 -2.12257
H 1.30025 0.79190 -3.15573
H 1.12951 1.12535 -1.43255
Cl 2.40025 1.05142 3.23405
C 1.24473 1.51509 4.58332
Cl 0.73758 3.22095 4.30085
Cl 2.12091 1.40785 6.11619
C -0.06130 0.57676 4.50613
O -0.28491 -0.11299 5.48275
O -0.65064 0.69137 3.40668
O -6.98518 3.82092 0.30637
N -6.42304 3.39255 -0.68408
O -6.98833 3.11666 -1.72661
C -4.97622 3.17392 -0.60897
C -4.31788 2.69268 -1.72866
C -2.96467 2.51759 -1.67499
C -2.14841 2.75067 -0.50697
O -0.94555 2.46762 -0.42546
C -2.94823 3.27052 0.60390
C -4.30502 3.46106 0.56128
N -2.28635 3.61160 1.90061
O -2.94587 3.60345 2.90701
O -1.09752 3.90363 1.86352
N -2.33201 2.01746 -2.91522
O -1.19015 2.35175 -3.14339
O -3.01677 1.34081 -3.66159
H -4.86353 2.46115 -2.63062
H -4.83307 3.82404 1.43165
*
```

Highest occupied orbital energy in Ha: -0.217
Lowest unoccupied orbital energy in eV: 1.4
Calculated total energy in Eh: -4855.0693
M in Da: 842.07
Kohn-Sham gap in eV: 7.32

# 3
Formula: C5H14OS
Source: OMol25
Level of theory: ωB97M-V/def2-TZVPD

```
! RIJCOSX wB97M-V def2-TZVPD def2/J DEFGRID3
* xyz 0 1
C -1.94173 0.53238 0.98974
C -1.28146 1.15479 -0.24902
C -1.21653 0.18201 -1.48191
C -0.14926 -0.91573 -1.12754
S 1.51322 -0.25394 -1.45970
C 2.43104 -1.31027 -0.29472
H -3.02542 0.58467 0.81104
H -1.49325 -0.38101 1.37523
H -1.75871 1.22026 1.83219
H -0.25636 1.49790 -0.07734
H -1.85283 2.03928 -0.54165
H -1.11074 0.78382 -2.38401
H -2.22715 -0.23460 -1.55347
H -0.17545 -1.01446 -0.03467
H -0.32094 -1.82718 -1.67632
H 2.36317 -0.75355 0.63609
H 3.45253 -1.29564 -0.68365
H 2.12827 -2.34283 -0.13324
H 1.84456 1.47767 1.77188
H 1.84297 0.08361 2.28986
O 1.23408 0.77287 1.99122
*
```

Highest occupied orbital energy in Ha: -0.306
Lowest unoccupied orbital energy in eV: 0.6
Calculated total energy in Eh: -672.3005
SMILES string: CCCCSC.O
M in Da: 122.23
Kohn-Sham gap in eV: 8.93

# 4
Formula: C3H7NOPS
Source: OMol25
Level of theory: ωB97M-V/def2-TZVPD

```
! RIJCOSX wB97M-V def2-TZVPD def2/J DEFGRID3
* xyz -1 1
C 0.89857 -0.95950 0.07949
C -0.31329 -0.91942 0.99101
C 1.28010 0.50113 -0.33195
N -1.00347 1.81914 -0.63168
O -1.94799 2.45802 -1.12170
P -1.90981 0.19262 0.51734
S 0.25245 0.90232 -1.76851
H 1.68750 -1.56661 0.56594
H 0.74049 -1.65667 -0.76098
H -0.66945 -1.87096 1.36847
H -0.21402 -0.20824 1.88615
H 1.07387 1.11874 0.53447
H 2.26576 0.49329 -0.59242
H -2.14073 -0.30386 -0.73562
*
```

Highest occupied orbital energy (spin up / spin down) in Ha: -0.072 / -0.069
Lowest unoccupied orbital energy (spin up / spin down) in eV: 3.8 / 3.8
Calculated total energy in Eh: -987.9289
SMILES string: [O-]N1PCCCS1
M in Da: 136.14
Kohn-Sham gap (spin up / spin down) in eV: 5.73 / 5.66

# 5
Formula: C26H24CdN9O7S3
Source: OMol25
Level of theory: ωB97M-V/def2-TZVPD

```
! RIJCOSX wB97M-V def2-TZVPD def2/J DEFGRID3
* xyz -1 1
Cd -0.43670 0.24814 0.16300
O -2.05457 1.40455 0.97583
N -2.50817 2.35727 0.21835
C -3.21946 3.32615 0.81943
C -3.78655 4.36550 0.12570
C -3.62056 4.42206 -1.25689
C -2.88208 3.43990 -1.86603
C -2.30282 2.39057 -1.13756
S -1.40516 1.20293 -1.95511
H -3.29447 3.21435 1.89092
H -4.34729 5.12023 0.65277
H -4.06015 5.22405 -1.83102
H -2.72234 3.43380 -2.93182
O -3.81720 -1.20231 -2.32421
C -3.46733 -2.48107 -2.50703
C -4.09923 -3.20600 -3.52084
C -3.80238 -4.53684 -3.72478
C -2.86304 -5.17561 -2.92630
C -2.20840 -4.46573 -1.93981
C -2.49298 -3.12229 -1.71836
C -1.78498 -2.36515 -0.65996
O -2.19338 -1.21466 -0.32446
N -0.74323 -2.96701 -0.12571
N -0.10726 -2.27808 0.88180
C 0.43889 -3.11351 1.66392
S 0.17872 -4.82797 1.21540
C 1.06777 -5.46445 2.69236
C 2.16479 -4.48492 3.02791
S 1.42552 -2.79644 3.05603
H -3.27253 -0.86822 -1.55975
H -4.82597 -2.69030 -4.13168
H -4.31293 -5.08140 -4.50846
H -2.64682 -6.22266 -3.08045
H -1.46996 -4.93730 -1.30998
H 1.45815 -6.44628 2.43126
H 0.35021 -5.55521 3.50895
H 2.94281 -4.49699 2.26378
H 2.61311 -4.66147 4.00434
N 1.38262 -1.03556 -1.44868
N 2.56503 -1.15782 -0.70086
C 2.60033 -0.67934 0.59085
N 3.66180 -1.00422 1.35310
N 1.62353 0.06592 0.98806
N 1.64240 0.71442 2.19629
O 0.64380 0.00942 2.97748
O 2.74374 0.82853 2.82318
H 0.80437 -1.87746 -1.43806
H 1.60294 -0.77512 -2.40491
H 3.11383 -2.00257 -0.85142
H 4.51432 -1.28942 0.90201
H 3.67870 -0.36139 2.17825
O -1.09534 2.96005 3.08614
C -0.32510 2.09252 2.77056
O -0.39264 0.89474 3.36807
C 0.89993 2.29626 1.91099
C 1.83838 3.20658 2.58219
C 2.66586 3.96034 1.83935
C 2.65155 3.84044 0.41916
C 3.56675 4.51426 -0.39422
C 3.56365 4.33765 -1.75607
C 2.64016 3.46101 -2.32948
C 1.71110 2.81007 -1.56004
C 1.67385 2.98647 -0.16260
N 0.71364 2.36866 0.56385
H 1.83545 3.23514 3.66062
H 3.35191 4.65735 2.30219
H 4.29235 5.17001 0.07093
H 4.27600 4.86110 -2.37752
H 2.66028 3.29314 -3.39818
H 1.00282 2.13119 -2.01276
*
```

Highest occupied orbital energy in Ha: -0.164
Lowest unoccupied orbital energy in eV: 2.2
Calculated total energy in Eh: -3386.8148
M in Da: 783.15
Kohn-Sham gap in eV: 6.66

# 6
Formula: C24H35ClCrN3O2Se
Source: OMol25
Level of theory: ωB97M-V/def2-TZVPD

```
! RIJCOSX wB97M-V def2-TZVPD def2/J DEFGRID3
* xyz 0 4
Cr -0.29026 -0.42312 0.56053
C -1.96251 -1.46419 1.71652
C -1.08901 -0.85752 2.66062
C -1.09998 0.53975 2.43743
C -2.00155 0.81038 1.37120
C -2.54841 -0.42494 0.93578
C -3.69142 -0.55538 -0.02092
C -2.34477 2.18559 0.89516
C -0.40374 1.55977 3.27994
C -0.42280 -1.55240 3.80106
C -2.34431 -2.91246 1.76093
H -4.63014 -0.40292 0.51813
H -3.74727 -1.54058 -0.48337
H -3.63708 0.19833 -0.80513
H -2.84784 2.74179 1.68978
H -2.99472 2.15627 0.02406
H -1.44061 2.72992 0.61846
H 0.66884 1.37842 3.34325
H -0.80565 1.53365 4.29611
H -0.57146 2.56120 2.88810
H -1.11700 -1.59102 4.64636
H 0.47141 -1.02340 4.12503
H -0.14266 -2.57206 3.54404
H -2.99195 -3.19575 0.93308
H -2.88891 -3.12293 2.68442
H -1.46656 -3.56075 1.74978
C -2.90260 1.69120 -3.05236
N -1.65011 1.62188 -2.31997
C -0.99446 2.92020 -2.34960
C -0.77134 0.59516 -2.86632
C -1.21812 -0.80841 -2.46923
N -0.36739 -1.46381 -1.43916
C 0.96985 -1.70500 -2.04764
C -0.95036 -2.79736 -1.19079
H -2.75180 2.01011 -4.09730
H -3.57364 2.40637 -2.57259
H -3.40087 0.72096 -3.07006
H -0.72600 3.22550 -3.37371
H -0.08854 2.89403 -1.74532
H -1.66307 3.67735 -1.93685
H 0.23587 0.77195 -2.49578
H -0.72296 0.67073 -3.96604
H -1.22358 -1.46619 -3.34676
H -2.23416 -0.77822 -2.08258
H 0.82777 -2.14079 -3.04292
H 1.52691 -2.41151 -1.43979
H 1.53469 -0.78019 -2.10767
H -0.90952 -3.40122 -2.10414
H -1.98690 -2.70549 -0.88132
H -0.38662 -3.30812 -0.41058
Cl 4.44220 6.56357 1.54488
C 3.66640 5.11851 0.96984
C 2.56358 4.62632 1.64693
C 1.95217 3.47328 1.18118
C 2.43412 2.82087 0.05501
C 3.54485 3.33118 -0.60842
C 4.16658 4.48181 -0.15579
C 1.78762 1.57008 -0.46796
O 2.24492 1.03050 -1.46568
O 0.71502 1.19087 0.15977
H 2.19877 5.13578 2.52801
H 1.09948 3.06271 1.69876
H 3.91320 2.80874 -1.48055
H 5.03173 4.88556 -0.66299
Se 1.75361 -1.80265 1.15804
C 2.41876 -0.53613 2.29893
N 2.83313 0.26150 3.02465
*
```

Highest occupied orbital energy (spin up / spin down) in Ha: -0.302 / -0.305
Lowest unoccupied orbital energy (spin up / spin down) in eV: -0.3 / 0.2
Calculated total energy in Eh: -5156.4334
Expectation value of S²: 3.8530
M in Da: 563.97
Kohn-Sham gap (spin up / spin down) in eV: 7.91 / 8.55

In order of appearance, F_max = 7.36 1.96 2.01 3.76 1.30 0.19 eV/A.
In order of appearance, ΔE to the lowest compared entry with this formula, charge and spin = 33.7 20.8 12.1 115.9 132.2 2.8 kcal/mol.